The following is a DFT calculation (ωB97M-V/def2-TZVPD) of 2 unconnected molecules or ions with the total composition C5H13NO.

```
20
Properties=species:S:1:pos:R:3:forces:R:3:mulliken_charge:R:1
H 0.19219 1.36034 -0.91405 -0.48 -0.01 0.17 0.4749
H -1.08641 -1.55945 1.51223 0.21 -0.27 0.39 0.3659
H 1.15102 0.20086 -2.80076 -0.03 -0.08 0.02 0.3330
C -0.12283 -1.25111 1.10616 -0.28 0.67 -0.10 -0.6137
C 0.46305 1.08150 1.25647 -1.21 0.22 2.02 -0.4705
C 0.44607 0.61519 -0.15683 0.73 -0.32 -1.43 -0.9353
H 1.05609 1.91580 1.62882 0.59 -0.17 -0.54 0.4041
O 0.90600 0.22977 -3.73097 -0.01 0.05 0.00 -0.6279
H 1.69687 -0.51144 2.06011 0.17 -0.05 0.19 0.3034
H -1.76767 -0.03877 -1.62333 -0.17 -0.15 -0.04 0.2622
H -0.56058 1.39469 1.52812 0.07 0.10 -0.39 0.2244
H 1.42958 0.24214 -0.49211 0.18 0.24 0.40 0.2510
H -2.22137 0.63415 -0.07327 0.12 0.03 0.18 0.3221
H 0.53546 -2.10845 0.95164 -0.33 -0.19 -0.22 0.2502
H 0.20011 -0.28456 3.01098 0.27 0.39 0.18 0.3131
C 0.64898 -0.23182 2.02205 -0.61 -0.56 -0.60 -0.6117
H 1.73807 0.18060 -4.21012 0.00 0.00 0.00 0.3053
N -0.43057 -0.55209 -0.15175 0.82 -0.09 -0.30 -0.0196
C -1.78259 -0.25704 -0.55419 -0.30 0.52 0.10 -0.8895
H -2.49149 -1.06030 -0.36921 0.25 -0.33 -0.02 0.3584
```
Forces are in eV/Å.

**Structure (SMILES)**: CN1CCCC1.O
**Orbital gap**: 0.3346 Eh
**LUMO**: 0.92 eV
**DFT total energy**: -8932.621 eV

***

The following is a DFT calculation (ωB97M-V/def2-TZVPD) of 2 unconnected molecules or ions with the total composition C3H2Br2N3O2.

```
12
Properties=species:S:1:pos:R:3:forces:R:3:mulliken_charge:R:1
O 0.16945 -2.19565 1.83805 0.35 -0.56 -0.05 -0.4141
Br 2.97679 1.53796 -2.70052 -2.45 -1.22 2.17 0.0193
C 0.98656 0.56596 -0.97070 4.50 0.62 -1.44 0.0862
N -0.77669 -1.56733 1.62086 1.38 0.96 -0.25 1.2585
H 1.82830 -0.94042 0.28573 1.01 -1.27 0.77 0.4494
N -0.14969 1.24539 -1.01823 -1.00 -0.57 -0.13 0.0316
H -0.23161 1.88600 -1.79036 -1.16 0.55 0.13 0.3103
Br -2.69495 1.00161 0.42031 0.05 0.45 -0.70 0.0187
C 1.02690 -0.34997 0.00694 -1.75 0.77 -0.96 -0.5379
C -0.97946 0.61497 -0.15350 -0.70 -0.11 1.16 0.3457
N -0.29740 -0.34410 0.49210 1.27 0.43 -0.94 -0.1657
O -1.85822 -1.45442 1.96932 -1.51 -0.06 0.22 -0.4018
```
Forces are in eV/Å.

**Net charge**: +1
**Orbital gap**: 0.2557 Eh
**LUMO**: -7.32 eV
**DFT total energy**: -151778.297 eV